Molecular formula: C5H10BBrO3
Method: DFT, ωB97M-V/def2-TZVPD

The calculation puts the HOMO energy at -10.645 eV. The orbital gap comes out at 10.627 eV. The value obtained for the relative energy (zero: lowest compared OMol25 entry of this formula, charge and spin) is 0.0 kcal/mol. Its total energy is -82209.1280 eV. The net charge is 0. Its structure (SMILES) is O=C1OCCO1.CCBBr.

Last column: natural (NBO) charge in e.
Positions of all 20 atoms, in Å:
C1 2.90 -2.21 1.45  -0.588
C2 1.47 -2.57 0.98  -0.806
B1 0.34 -1.90 1.79  0.494
Br1 0.26 0.02 1.91  -0.150
H1 3.03 -1.13 1.50  0.212
H2 3.64 -2.61 0.76  0.215
H3 3.10 -2.63 2.43  0.206
H4 1.36 -2.25 -0.07  0.252
H5 1.34 -3.65 0.97  0.232
H6 -0.54 -2.45 2.36  -0.064
C3 -0.82 2.40 -0.99  -0.102
C4 -2.25 2.06 -0.59  -0.100
O1 -2.94 2.09 -1.84  -0.492
C5 -2.05 1.93 -2.85  0.966
O2 -2.33 1.76 -3.99  -0.568
O3 -0.78 1.99 -2.36  -0.492
H7 -0.07 1.86 -0.44  0.209
H8 -0.63 3.48 -0.95  0.184
H9 -2.32 1.05 -0.17  0.188
H10 -2.71 2.77 0.09  0.203